A:
# C2HBr3O2

A cluster of 2 separate species, C2HBr3O2 in total (wB97M-V/def2-TZVPD, the Open Molecules 2025 dataset).

The geometry in XYZ format:
```
8
Properties=species:S:1:pos:R:3:mulliken_charge:R:1
Br -1.21 -1.63 0.58 -0.2026
Br 4.09 2.31 0.30 -0.1277
Br 3.87 -2.13 -0.13 -0.1048
O 4.39 0.08 -1.67 -0.3444
O 2.20 0.40 0.85 -0.2978
C 3.99 -0.28 -0.62 0.4383
C 3.23 0.58 0.35 0.4422
H -2.17 -0.75 -0.03 0.1968
```

As for the SMILES: O=C(Br)C(=O)Br.Br. Its spin multiplicity is 1. As for the LUMO energy: -0.044 hartree. The calculation puts the frontier orbital gap at 0.355 Eh. Its HOMO energy is -10.8 eV.

***

B:
# C2HBr3O2

A structure of composition C2HBr3O2 (wB97M-V/def2-TZVPD, the Open Molecules 2025 dataset).

The geometry in XYZ format:
```
8
Properties=species:S:1:pos:R:3:mulliken_charge:R:1
Br -1.73 -0.39 1.62 -0.1585
Br -1.57 0.40 -1.54 0.1179
Br 1.32 1.59 -1.16 0.0769
O 1.02 -1.33 -0.57 -0.5858
O 0.78 0.73 1.72 -0.4102
C -0.10 0.64 -0.47 -0.0951
C -0.09 0.42 0.98 0.7617
H 0.37 -2.05 -0.57 0.2930
```

Its spin multiplicity is 1. As for the LUMO energy: -0.092 hartree. The calculation puts the frontier orbital gap at 0.284 Eh. Its HOMO energy is -10.2 eV.

***

Which of them is most stable? Easy: A.

***

A:
# C33H92N10O9

A cluster of 9 separate species, C33H92N10O9 in total (wB97M-V/def2-TZVPD, the Open Molecules 2025 dataset).

The geometry in XYZ format:
```
144
Properties=species:S:1:pos:R:3:mulliken_charge:R:1
O -0.43 1.32 5.30 -0.3790
O 4.00 -6.53 1.75 -0.2575
O -4.97 -1.93 0.20 -0.2120
O 0.21 5.70 -2.26 -0.3190
O -2.07 -1.19 -5.07 -0.4377
O 5.49 -1.53 0.88 -0.2462
O -0.07 -2.22 0.27 0.1141
O 3.78 3.31 3.53 -0.3938
O -3.28 1.91 0.17 0.1892
N -1.90 -0.79 0.31 0.7339
N -0.31 -3.36 -4.71 -0.8275
N 0.72 -5.19 0.84 -0.6850
N -2.20 -2.99 0.36 -0.1399
N -0.30 -1.71 3.29 -0.4569
N -2.81 2.02 -2.47 0.0477
N 2.83 -0.41 -0.06 0.3444
N -6.05 -2.48 -3.34 -0.7406
N 1.34 5.18 3.77 -0.7628
N -0.27 3.28 -3.97 -0.5813
C 2.63 -6.57 1.39 -0.8724
C -4.30 -0.89 -2.47 -1.1277
C -5.82 -2.06 -0.95 -1.1920
C -5.01 -2.21 -2.30 0.3988
C 0.40 3.37 -2.61 2.1533
C -1.32 2.29 5.76 -0.6878
C 1.41 3.93 3.03 0.7346
C 4.98 2.87 2.99 -0.6453
C 6.53 -2.46 1.31 -0.6885
C 0.66 -2.27 -2.73 -1.3807
C 4.84 -1.94 -0.27 -0.8564
C -3.52 2.01 1.56 -0.5646
C -0.93 0.38 4.35 -0.1125
C -1.28 -1.98 0.32 -0.0596
C -5.63 -1.47 1.35 -0.8203
C -0.51 -2.37 -3.67 1.4481
C 0.22 -0.57 4.03 0.1293
C 3.96 -0.92 -0.93 1.1383
C 0.36 3.67 2.00 -0.5897
C -2.54 0.10 -5.42 -0.2549
C 4.75 0.33 -1.33 -1.3165
C 2.38 -4.18 2.29 -0.8927
C 0.82 6.90 -1.75 -0.7510
C 1.40 0.12 3.29 -0.6735
C -0.82 -1.05 -4.35 -0.0165
C 2.18 -5.11 1.10 0.7955
C 1.29 2.18 -2.35 -1.4331
C 4.39 -7.43 2.72 -0.7813
C 2.85 3.59 2.47 -0.4167
C -4.14 3.94 -2.77 -1.7836
C -3.23 3.23 -1.82 0.8645
C 1.15 4.65 -2.34 -0.9463
C -3.97 2.92 -0.51 -1.3883
H -0.57 4.08 2.39 0.4895
H 2.13 -4.69 3.23 0.4873
H -0.15 -1.63 2.33 -0.3528
H 0.47 3.19 -4.63 0.3283
H 0.50 4.23 1.09 0.1238
H -2.13 2.17 -3.20 0.2505
H 3.46 -4.01 2.45 0.2320
H 0.02 -0.74 -5.09 0.2322
H -0.98 -0.14 -3.65 -0.3379
H -2.44 3.85 -1.55 0.3176
H -4.89 -1.62 2.09 0.2759
H 0.01 7.62 -1.50 0.2345
H 7.17 -2.69 0.39 0.3270
H -1.92 -3.91 0.55 0.2298
H -6.37 -1.07 -1.02 0.3075
H 3.68 -7.46 3.55 0.3775
H 4.77 1.85 2.69 0.1973
H -6.50 -2.09 1.60 0.3148
H 5.86 0.04 -1.44 0.3589
H -2.71 1.44 2.06 -0.1975
H 0.89 5.06 4.71 0.2872
H 7.19 -1.89 1.99 0.2353
H -1.76 0.57 -5.97 0.4127
H 4.58 -8.38 2.27 0.2992
H 1.50 1.15 3.67 0.1579
H -3.34 3.00 1.96 0.5320
H -6.49 -2.83 -0.81 0.4553
H 1.64 4.41 -1.41 0.3261
H -2.36 1.96 6.06 0.3022
H -5.84 -0.37 1.28 0.2267
H -3.56 4.30 -3.58 0.4037
H -0.90 2.92 6.55 0.2674
H 2.03 -7.03 2.22 0.3885
H 5.44 3.51 2.27 0.3309
H -4.52 1.60 1.85 0.2322
H -2.19 1.49 -1.87 -0.3957
H -3.18 -2.75 0.53 0.1464
H 1.48 7.33 -2.50 0.2910
H 2.29 -0.47 3.42 0.4964
H -2.91 -0.63 0.27 -0.3711
H 2.23 5.55 3.95 0.2851
H -2.79 0.63 -4.52 -0.2516
H 5.64 2.75 3.88 0.2546
H -6.23 -1.66 -3.88 0.2604
H -4.41 -3.08 -2.17 0.6168
H 5.55 -2.39 -0.87 0.8557
H 0.59 -0.96 4.96 0.4848
H 0.32 -4.29 0.86 0.1201
H 5.40 -7.04 3.08 0.1875
H -3.84 -0.88 -3.44 0.4579
H -5.80 -3.25 -3.99 0.2629
H 2.48 -7.18 0.44 0.3140
H -1.27 -0.02 0.32 -0.3272
H 1.18 0.22 2.25 -0.1761
H -3.51 -0.83 -1.71 -0.3540
H -1.23 0.93 3.42 -0.6391
H 1.65 -2.05 -3.21 0.4384
H 6.06 -3.37 1.77 0.1900
H -0.67 4.22 -4.14 0.2248
H 0.84 -3.19 -2.15 0.3564
H -1.02 -3.45 -5.45 0.2734
H 3.17 -0.20 0.91 -0.0927
H 4.58 1.07 -0.54 0.1557
H -0.43 3.31 -1.95 -0.9980
H 3.31 4.47 1.90 0.5726
H 0.84 1.21 -2.56 0.0909
H 2.76 2.67 1.87 0.0220
H 1.86 4.98 -3.10 0.4427
H 3.45 -1.45 -1.76 -0.1560
H 1.61 2.24 -1.30 0.1744
H 2.27 2.25 -2.84 0.4491
H -0.14 -4.24 -4.25 0.2647
H -1.33 -2.56 -3.06 -0.1643
H -4.98 2.55 -0.73 0.2439
H -1.78 -0.18 4.69 0.6660
H -4.09 3.78 0.08 0.5365
H 4.48 0.74 -2.29 0.3128
H 0.22 2.59 1.81 -0.0335
H 0.57 -5.69 -0.07 0.2908
H -1.49 2.97 4.91 0.2008
H 0.40 -1.47 -2.01 -0.0904
H 4.15 -2.75 0.04 -0.2113
H 1.32 3.13 3.77 -0.2504
H -3.34 -0.03 -6.10 0.2120
H 1.35 6.60 -0.83 0.2922
H -4.87 -0.02 -2.38 0.9527
H -5.00 3.28 -3.02 0.2881
H -4.52 4.84 -2.23 0.4290
H 0.28 -2.48 3.56 0.4157
H 1.93 -3.17 2.17 -0.2117
H 2.21 -1.16 0.21 -0.3532
H 2.72 -4.71 0.25 0.0934
```

As for the SMILES: COC[C@H](C)N.COC[C@H](C)N.COC[C@H](C)N.COC[C@H](C)N.COC[C@H](C)N.COC[C@H](C)N.COC[C@H](C)N.COC[C@H](C)N.NC(N)=O. Its spin multiplicity is 1. As for the LUMO energy: 0.025 hartree. The calculation puts the frontier orbital gap at 0.348 Eh. Its HOMO energy is -8.8 eV.

***

B:
# C33H92N10O9

A cluster of 9 separate species, C33H92N10O9 in total (wB97M-V/def2-TZVPD, the Open Molecules 2025 dataset).

The geometry in XYZ format:
```
144
Properties=species:S:1:pos:R:3:mulliken_charge:R:1
O 2.65 -5.97 -1.39 -0.3704
O -4.76 4.69 4.56 -0.2249
O 1.33 -2.15 4.00 -0.3076
O -4.84 -2.59 -3.74 -0.6665
O 4.16 0.26 -4.06 -0.0593
O 1.92 -1.80 -7.11 -0.3598
O -0.67 3.98 3.26 -0.3826
O -4.73 2.34 -2.15 -0.4568
O 0.80 -0.29 -0.33 0.2622
N 2.99 -3.49 -0.02 -0.5905
N -1.48 -1.84 -0.24 -0.3682
N -3.71 1.91 3.53 -0.2426
N -4.48 -2.49 -1.47 -0.3494
N 3.45 -3.08 5.84 -0.7370
N 0.96 3.85 5.55 -0.8371
N -4.56 4.97 0.34 -0.4383
N -2.72 -2.51 -2.94 -0.2103
N 2.78 -2.51 -4.48 -0.1562
N 7.07 -0.81 -6.05 -0.7657
C 2.28 -2.24 6.22 0.3516
C 5.82 -1.03 -5.28 1.1161
C 0.16 2.88 3.45 -0.2830
C 6.11 -2.06 -4.21 -1.0980
C 3.96 1.30 -3.15 -1.0246
C -5.43 3.45 4.58 -0.6888
C 2.66 -1.37 7.40 -1.4820
C 1.44 -1.06 -6.00 -0.7865
C -5.11 5.51 5.63 -0.8376
C -1.52 -0.38 -0.10 1.3265
C 1.79 -1.37 5.08 -0.4798
C -0.23 0.17 0.51 -0.4559
C -3.58 5.04 -1.85 -1.4917
C 0.87 -1.25 -3.60 -1.2544
C 1.72 -6.85 -1.95 -0.7699
C 2.74 -4.75 -2.15 -0.5826
C 0.35 2.65 4.94 0.5919
C -4.40 2.87 -0.89 0.5707
C 2.05 0.27 -0.09 -0.6763
C -4.97 2.67 3.36 1.2418
C -1.06 2.46 5.55 -1.1022
C -4.65 4.37 -0.99 0.2041
C -4.38 1.01 -2.41 -0.5631
C -0.07 -2.16 3.85 -0.3501
C 5.42 0.32 -4.71 -1.1944
C -0.97 4.22 1.90 -0.4715
C -2.73 0.00 0.74 -1.0465
C 1.94 -1.07 -8.32 -0.7582
C 5.01 -4.32 -1.14 -1.8403
C -4.08 -2.50 -2.79 0.5238
C 1.43 -1.99 -4.80 0.6104
C -6.01 1.59 3.00 -1.4185
C 3.60 -3.79 -1.34 1.5697
H -0.62 -2.52 4.73 0.3442
H -2.42 -2.50 -3.90 0.0764
H -4.82 0.76 -3.37 0.3977
H 2.33 0.21 0.97 0.2855
H -1.65 5.07 1.88 0.2653
H 2.11 1.36 -0.23 0.3088
H -4.92 5.03 6.59 0.3151
H 0.46 4.68 5.24 0.3184
H 5.39 1.10 -5.48 0.3614
H 2.08 -3.07 -0.16 0.0825
H 0.76 -2.83 -5.01 0.2876
H -6.13 1.36 1.94 0.2281
H -1.52 1.67 4.94 -0.0013
H -3.80 1.51 4.46 0.3242
H 1.73 -7.81 -1.45 0.2775
H 1.71 -4.38 -2.23 0.2913
H -0.32 -2.82 3.02 0.2286
H -5.75 0.62 3.45 0.3414
H 5.27 -2.26 -3.55 -0.0544
H 7.20 -1.64 -6.61 0.2963
H -2.59 4.74 -1.52 0.2536
H 4.17 -2.47 5.45 0.2656
H -2.92 2.56 3.55 -0.1491
H -3.29 0.85 -2.52 0.1762
H -6.18 5.78 5.61 0.3206
H 0.96 -0.71 5.40 0.1498
H -4.57 5.98 0.30 0.2156
H -3.72 6.12 -1.85 0.4705
H -2.72 -0.49 1.72 0.4614
H -1.61 0.07 -1.09 -0.5305
H -3.33 2.69 -0.70 -0.1652
H 3.63 -2.82 -1.85 -0.6288
H 1.02 -0.50 -8.49 0.3101
H 4.49 2.22 -3.40 0.4538
H -1.71 -2.30 0.64 0.2513
H -3.76 -2.22 -0.83 0.1823
H 5.67 -3.55 -0.74 0.3815
H 0.99 1.79 5.12 0.0046
H -5.37 4.76 0.92 0.1843
H -1.46 3.36 1.42 -0.0598
H 5.43 -4.70 -2.07 0.3369
H -0.28 1.95 3.04 -0.0673
H 0.46 -0.58 -6.15 0.5658
H 4.96 -5.12 -0.40 0.4369
H -4.57 6.45 5.58 0.2465
H -0.93 2.13 6.59 0.4448
H -4.85 3.32 2.49 -0.6820
H -3.69 4.71 -2.89 0.3293
H -4.99 2.43 -0.08 -0.1203
H 1.57 -3.03 6.47 0.2765
H 2.18 -0.25 -5.84 0.1840
H 2.82 -0.16 -0.72 0.0007
H 1.06 -1.85 -2.70 -0.0233
H -5.13 2.96 5.51 0.3297
H 0.83 3.81 6.56 0.2613
H 2.81 -4.40 0.40 0.3432
H 4.29 0.97 -2.15 0.3309
H 2.77 -0.35 -8.25 0.2705
H 0.70 -6.44 -1.82 0.2781
H 3.14 -4.98 -3.14 0.5112
H -0.38 -1.16 3.54 -0.0476
H -3.66 -0.28 0.26 0.1115
H 1.84 -6.98 -3.03 0.2999
H 3.12 -3.70 5.12 0.3206
H 6.20 0.62 -4.00 0.4487
H 6.96 -0.01 -6.67 0.2566
H 1.09 2.98 2.88 0.5287
H 3.30 -1.75 -4.04 -0.4307
H 2.57 -0.65 4.80 0.4087
H -6.52 3.58 4.49 0.4859
H -5.46 -2.40 -1.26 0.2428
H -0.14 -0.17 1.55 -0.3816
H -0.52 -2.13 -0.40 0.1036
H -0.25 1.27 0.46 0.3587
H 6.41 -3.00 -4.70 0.3398
H 3.14 -2.54 -5.44 0.3592
H 1.80 -0.79 7.76 0.3589
H 5.03 -1.34 -5.98 0.0623
H -2.09 -2.51 -2.15 0.2537
H -2.76 1.08 0.92 -0.1464
H 6.99 -1.76 -3.65 0.3952
H -1.71 3.32 5.49 0.4250
H -7.02 1.77 3.40 0.3759
H -0.20 -1.05 -3.60 0.6439
H 3.10 -1.90 8.25 0.3766
H -0.06 4.47 1.34 0.4038
H 2.12 -1.76 -9.13 0.2560
H -4.68 0.30 -1.64 0.2403
H 3.43 -0.66 7.08 0.3186
H -5.64 4.48 -1.45 0.2973
H 1.38 -0.29 -3.45 0.1229
H 2.93 1.66 -3.07 0.2452
```

As for the SMILES: COC[C@H](C)N.COC[C@H](C)N.COC[C@H](C)N.COC[C@H](C)N.COC[C@H](C)N.COC[C@H](C)N.COC[C@H](C)N.COC[C@H](C)N.NC(N)=O. Its spin multiplicity is 1. As for the LUMO energy: 0.017 hartree. The calculation puts the frontier orbital gap at 0.354 Eh. Its HOMO energy is -9.2 eV.

***

Which of them is most stable? Easy: B.

***

A:
# C4H12O3

A cluster of 2 separate species, C4H12O3 in total (wB97M-V/def2-TZVPD, the Open Molecules 2025 dataset).

The geometry in XYZ format:
```
19
Properties=species:S:1:pos:R:3:mulliken_charge:R:1
O 0.69 1.13 1.26 -0.2477
O 3.95 1.61 -1.55 -0.6125
O -0.44 -2.80 -0.98 -0.4739
C -1.59 0.26 0.86 -0.6879
C -1.37 -0.57 -0.52 -0.5341
C -0.69 1.48 1.08 -0.2190
C -0.11 -1.44 -0.55 -0.2380
H -1.40 -0.46 1.79 0.3496
H -2.62 0.54 1.02 0.4011
H 3.51 1.47 -0.69 0.2877
H 4.02 0.70 -1.87 0.3257
H 0.82 0.54 2.11 0.4653
H 0.25 -1.54 0.59 0.1326
H -2.36 -1.18 -0.82 0.3130
H -1.30 0.00 -1.33 0.4926
H -0.94 1.86 2.14 0.3093
H -0.36 -2.92 -1.88 0.3093
H -0.88 2.30 0.39 0.3912
H 0.83 -0.99 -1.06 0.2357
```

Its expectation value of S² is 0.755. Its spin multiplicity is 2. As for the LUMO energy (alpha / beta): -0.153 / -0.377 hartree. Its charge is +1. The calculation puts the frontier orbital gap (alpha / beta) at 0.370 / 0.146 Eh. Its HOMO energy (alpha / beta) is -14.2 / -14.2 eV.

***

B:
# C4H12O3

A cluster of 2 separate species, C4H12O3 in total (wB97M-V/def2-TZVPD, the Open Molecules 2025 dataset).

The geometry in XYZ format:
```
19
Properties=species:S:1:pos:R:3:mulliken_charge:R:1
O -0.51 -0.99 1.44 -0.1608
O -0.97 -3.07 -0.64 -0.6891
O 2.53 1.28 -1.20 -0.4877
C -0.35 0.31 0.91 0.1882
C 0.85 0.17 -0.05 -0.4428
C 1.44 1.56 -0.37 -0.7266
C -1.74 0.73 0.37 -1.2242
H -1.59 -3.76 -0.35 0.3278
H -0.84 -1.55 0.69 0.4328
H 0.66 2.16 -0.84 0.3897
H -1.92 1.79 0.41 0.3759
H -0.10 0.94 1.76 0.4270
H 1.60 -0.30 0.58 0.3835
H 1.89 2.04 0.49 0.3921
H -2.52 0.03 0.68 0.3534
H -1.75 0.42 -0.69 0.4049
H 0.59 -0.25 -1.03 0.3734
H 2.89 2.13 -1.48 0.3326
H -0.17 -3.63 -0.66 0.3500
```

Its expectation value of S² is 0.754. Its spin multiplicity is 2. As for the LUMO energy (alpha / beta): -0.109 / -0.344 hartree. Its charge is +1. The calculation puts the frontier orbital gap (alpha / beta) at 0.423 / 0.187 Eh. Its HOMO energy (alpha / beta) is -14.5 / -14.5 eV.

***

Which of them is most stable? Easy: B.